[1]
14
Properties=species:S:1:pos:R:3:mulliken_charge:R:1 method="wB97M-V/def2-TZVPD" max_force_ev_per_a=7.33 total_charge=0 relative_energy_ev=5.9361 lumo_ev=1.065 smiles="C1=NN[C@@H]2CN[C@@H]12" orbital_gap_ev=10.17 e_tot_ha=-320.66515
C -0.07136 0.73855 1.41391 -0.75
C -0.75185 -0.28897 -0.23382 0.00
C -0.30409 -0.71908 -1.71181 -0.42
C 0.58166 0.21188 0.16095 0.10
H -0.50660 0.26916 2.21212 0.32
H 0.41160 1.57124 1.98765 0.28
H -1.48047 1.73503 0.14352 0.25
H -1.08677 -1.11941 0.34707 0.33
H -0.77528 -0.95429 -2.57284 0.44
H 2.33247 -1.09640 0.02185 0.25
H 0.83603 0.79806 -0.77032 0.41
N -1.49214 0.90256 0.61558 -0.55
N 0.97844 -1.07947 -1.48952 -0.42
N 1.32836 -0.96888 -0.12436 -0.24

---

[2]
150
Properties=species:S:1:pos:R:3:mulliken_charge:R:1 method="wB97M-V/def2-TZVPD" max_force_ev_per_a=7.79 total_charge=0 relative_energy_ev=6.6592 lumo_ev=-0.002 smiles="COC[C@H](C)N.COC[C@H](C)N.COC[C@H](C)N.COC[C@H](C)N.COC[C@H](C)N.COC[C@H](C)N.NC(N)=O.NC(N)=O.NC(N)=O.NC(N)=O.NC(N)=O.NC(N)=O" orbital_gap_ev=8.14 e_tot_ha=-3085.43542
C 1.10795 0.08999 -3.05133 -0.05
C 2.44433 0.84887 -2.91819 0.83
C 2.41578 1.96159 -4.02177 -1.11
O 3.57517 2.81258 -3.75451 -0.36
C 4.66169 2.38616 -4.48461 -0.81
N 2.56012 1.39242 -1.55307 0.69
H 1.08556 -0.89978 -2.59531 -0.24
H 0.66785 0.05862 -4.04804 0.59
H 0.32123 0.67242 -2.57181 -0.77
H 3.26445 0.16792 -3.14581 0.43
H 1.45179 2.47018 -4.03462 0.02
H 2.50186 1.39938 -4.95162 0.79
H 5.53924 3.01401 -4.33031 0.30
H 4.37778 2.44263 -5.53547 0.32
H 5.00736 1.36858 -4.30257 0.29
H 3.46581 1.79298 -1.35462 0.40
H 1.91717 2.17113 -1.53498 -1.53
C 2.42040 3.15126 1.82310 -0.71
C 2.09679 3.79532 3.15558 0.55
C 1.56733 5.17305 3.03115 -0.75
O 1.20060 5.68309 4.34523 -0.40
C 0.28415 6.75246 4.33236 -0.84
N 1.21516 2.91387 3.93850 -0.46
H 1.66482 3.10858 1.03864 0.07
H 2.81554 2.15231 2.00769 -0.19
H 3.17937 3.75425 1.32464 0.62
H 2.99876 3.82258 3.76699 -0.01
H 0.71884 5.31408 2.36161 0.33
H 2.30473 5.77842 2.50402 0.47
H 0.27983 7.20178 5.32544 0.28
H -0.74072 6.40127 4.21234 0.33
H 0.32901 7.51216 3.55202 0.32
H 0.60106 2.32425 3.39506 0.11
H 0.57379 3.58683 4.33328 0.30
C -2.89990 2.68101 -3.07637 -1.89
C -1.84434 2.52208 -4.17069 2.81
C -2.25723 1.89900 -5.51244 -0.96
O -1.03893 1.50326 -6.19049 -0.27
C -1.23767 0.85352 -7.48696 -0.85
N -1.32177 3.81629 -4.51316 -0.97
H -3.72039 3.34055 -3.35905 0.45
H -2.52689 2.79411 -2.05845 0.38
H -3.52898 1.79206 -3.12243 0.22
H -1.05124 1.88456 -3.77998 -1.24
H -2.91674 2.56724 -6.06615 0.35
H -2.55786 0.85842 -5.39034 0.39
H -1.78489 -0.08156 -7.36749 0.32
H -0.26397 0.63562 -7.92573 0.26
H -1.66136 1.43304 -8.30717 0.32
H -0.62271 3.41149 -5.11943 0.41
H -0.66134 4.12967 -3.81623 0.24
C -2.84622 -1.56104 -2.18508 -1.34
C -3.75372 -2.20060 -1.18847 0.62
C -3.76265 -3.72469 -1.09662 -0.42
O -4.97073 -4.17901 -0.37897 -0.42
C -4.88744 -5.39883 0.45167 -0.42
N -3.33165 -1.54815 -0.02254 0.19
H -3.03657 -1.85172 -3.21821 0.61
H -1.84328 -1.96576 -2.04933 0.17
H -2.83651 -0.47139 -2.15936 0.18
H -4.79764 -1.95688 -1.38578 0.40
H -2.78973 -3.96503 -0.66795 -0.25
H -3.81604 -4.21736 -2.06746 0.43
H -4.61138 -6.17495 -0.26213 0.32
H -5.91145 -5.52558 0.80301 0.21
H -4.22152 -5.20758 1.29315 0.03
H -2.33130 -1.41462 -0.06226 -0.74
H -3.67475 -0.60912 0.12096 0.11
C 2.29291 -4.51899 -1.26926 -1.67
C 1.05890 -4.96076 -0.47759 0.49
C 1.36958 -5.46313 1.00208 -0.42
O 0.14532 -5.59495 1.65984 -0.29
C -0.06587 -6.62448 2.62372 -0.99
N 0.10940 -3.81484 -0.36629 -0.12
H 3.13379 -3.98679 -0.82454 0.22
H 1.90918 -3.87464 -2.06025 0.41
H 2.68681 -5.34737 -1.85809 0.44
H 0.48184 -5.75654 -0.94859 0.47
H 2.03894 -4.72462 1.44328 -0.17
H 1.89107 -6.41988 0.97415 0.53
H -1.08165 -6.50365 3.00011 0.28
H 0.65738 -6.60671 3.43901 0.34
H -0.10040 -7.53318 2.02274 0.37
H -0.54674 -4.19867 0.29873 0.12
H 0.41283 -3.11985 0.30081 -0.27
C 3.81860 -0.27144 3.31082 -0.75
C 3.49129 -1.73822 3.69847 -0.30
C 1.87001 -1.85218 3.83569 0.23
O 1.40970 -0.82724 4.73724 -0.47
C -0.01300 -0.68232 4.84234 -0.37
N 3.90303 -2.52371 2.65910 -0.33
H 3.30478 0.00701 2.39074 -0.39
H 4.83677 -0.05460 2.98769 0.47
H 3.58479 0.33583 4.18526 0.37
H 3.84538 -1.97071 4.70280 0.55
H 1.68894 -2.79295 4.35557 0.49
H 1.45817 -1.77365 2.82955 -0.49
H -0.51013 -1.63302 4.64967 0.33
H -0.28613 0.18676 4.24383 -0.50
H -0.20990 -0.18494 5.79205 0.59
H 4.91122 -2.48280 2.70371 0.27
H 3.68619 -3.47598 2.91653 0.21
C -2.90758 -3.82977 3.63010 0.46
O -2.98968 -4.57675 4.50710 -0.70
N -3.87569 -3.04115 3.22044 -0.19
N -1.89103 -3.72136 2.79887 0.61
H -4.75262 -3.02714 3.72133 0.19
H -3.55097 -2.45770 2.46265 0.03
H -1.75560 -2.91248 2.20941 -0.48
H -1.15096 -4.40856 2.78625 -0.11
C -3.39569 1.27178 3.37189 0.32
O -4.52877 1.74954 3.15519 -0.77
N -3.10706 0.70468 4.50669 -0.18
N -2.44766 1.02352 2.44295 0.40
H -2.17805 0.52718 4.86099 0.12
H -3.86272 0.70142 5.17682 0.22
H -1.61778 0.47890 2.62947 -0.28
H -2.71133 1.45428 1.56829 -0.05
C 0.04801 -0.20339 0.71125 -0.78
O -0.60704 -0.85186 1.44189 0.86
N 1.35128 -0.32561 0.60332 1.79
N -0.42609 0.60164 -0.15885 1.34
H 1.99465 0.03235 -0.08807 -0.67
H 1.87846 -0.94016 1.20707 -0.39
H -1.41386 0.81010 -0.12791 -0.18
H 0.19651 1.21182 -0.66889 -0.85
C 1.25050 4.58447 -1.36449 0.42
O 0.63882 3.62317 -1.75776 -0.43
N 0.78670 5.48635 -0.55113 -0.37
N 2.47348 4.80243 -1.69121 -0.26
H 1.24341 6.34855 -0.29012 0.15
H -0.20272 5.41998 -0.35945 0.26
H 3.02149 5.62317 -1.47632 0.20
H 2.82299 4.05728 -2.27661 0.19
C 5.83517 -1.07201 -1.80838 0.78
O 5.70936 -1.97609 -2.67777 -0.74
N 6.97766 -0.49194 -1.66327 -0.46
N 4.93003 -0.84095 -0.98075 0.03
H 7.05036 0.41518 -1.22514 0.19
H 7.66137 -0.66836 -2.38543 0.27
H 4.13183 -1.45952 -0.96193 -0.18
H 4.95294 -0.06445 -0.33527 0.06
C -5.33101 1.25553 -0.28376 0.73
O -4.07322 1.39935 -0.14360 -0.58
N -6.03909 0.80037 -1.31463 -0.36
N -6.18806 1.76296 0.47971 -0.45
H -5.67676 0.41329 -2.17427 0.20
H -7.03292 0.68928 -1.17305 0.13
H -5.79374 2.11546 1.34015 0.26
H -7.18666 1.64542 0.38442 0.13

---

[3]
46
Properties=species:S:1:pos:R:3:mulliken_charge:R:1 method="wB97M-V/def2-TZVPD" max_force_ev_per_a=7.29 total_charge=0 relative_energy_ev=10.0225 lumo_ev=0.437 orbital_gap_ev=8.24 e_tot_ha=-1051.30734
C 2.53756 0.21761 -0.35034 1.25
C 2.62055 1.58058 0.15858 -0.64
C 3.69712 -0.68442 0.35479 -0.17
C 3.19220 -0.82862 1.76343 -0.98
C 4.16803 -2.13107 -0.28409 -0.64
C 2.55780 -2.64577 -0.79498 -0.81
C -0.03572 1.63166 -0.13985 0.21
C -0.79287 2.77719 -0.65307 0.43
C -0.84719 0.97709 1.00513 -0.69
C -1.71373 0.06348 0.27397 0.33
C -1.37335 -1.25650 -0.18000 -0.66
C -3.14195 0.18112 -0.02583 0.40
C -3.58532 -1.17531 -0.34417 0.20
C -4.14284 0.99654 0.40257 -0.02
C -4.89086 -1.65842 -0.26400 -1.05
C -5.53767 0.56434 0.60152 -0.80
C -5.90120 -0.72447 0.17781 -0.26
H 3.70524 0.84184 -1.77942 0.35
H 2.18138 1.27279 -1.99281 0.31
H 1.57233 -0.31447 -0.37431 -0.40
H 4.50748 0.08092 0.43907 0.52
H 2.50512 -1.74359 1.87587 0.24
H 2.43310 0.12203 2.35918 0.21
H 4.33389 -1.00362 2.52059 0.24
H 4.66878 -2.71780 0.57264 0.35
H 4.76865 -1.99897 -1.31581 0.30
H 2.74215 -3.56793 -1.22936 0.55
H 2.19056 -1.83491 -1.60600 0.18
H 1.63618 -2.56421 -0.12681 0.08
H 1.20781 3.10072 0.38501 0.38
H 0.14330 0.93332 -0.92795 0.39
H -0.29149 0.49384 1.78104 0.36
H -1.61622 1.63954 1.61519 0.36
H -0.43969 -1.68281 -0.32362 0.57
H -2.44903 -3.04817 -0.72297 0.30
H -3.96795 2.27941 0.46493 0.10
H -5.30832 -2.63084 -0.52349 0.33
H -6.52582 1.09814 0.70743 0.21
H -6.97580 -0.88948 -0.05163 0.32
H -1.07816 4.64278 -0.35297 0.42
N 2.80617 0.45097 -1.67594 -0.66
N 1.31094 2.06141 0.42368 -0.12
N -2.44842 -2.01359 -0.64484 -0.09
O 3.73262 2.13629 0.28325 -0.66
O -1.89211 2.96592 -1.26966 -0.62
O -0.26330 4.00544 -0.21178 -0.60

---

[4]
54
Properties=species:S:1:pos:R:3:mulliken_charge:R:1 method="wB97M-V/def2-TZVPD" max_force_ev_per_a=4.38 total_charge=-2 relative_energy_ev=2.2995 lumo_ev=3.732 orbital_gap_ev=5.80 e_tot_ha=-8808.62146
Zn -0.03460 -0.13274 0.18423 1.15
Br 6.59559 -2.57981 -1.84927 -0.32
C 4.65465 -2.53230 -1.56739 0.34
C 3.68699 -2.67941 -2.54621 -0.50
C 2.40129 -2.35783 -2.19548 -0.40
C 2.02256 -1.92568 -0.87553 0.52
O 0.73818 -1.75161 -0.55750 -0.86
C 3.09404 -1.78070 0.06058 0.30
C 2.87059 -1.15596 1.31205 -0.02
N 1.67830 -0.73291 1.75949 0.08
C 1.59056 -0.14046 3.00345 0.62
C 2.70239 -0.13013 3.89148 -0.75
C 2.53143 0.34578 5.23189 -0.85
C 1.31360 0.86594 5.61073 -0.64
C 0.26794 0.99145 4.75280 0.64
C -0.96544 1.55961 5.08233 -0.60
C -1.98325 1.68058 4.12057 -1.02
C -1.71238 1.31079 2.78169 0.08
N -0.54251 0.78701 2.39652 -0.04
C 0.40012 0.59159 3.34040 0.51
C 4.38565 -2.25005 -0.27809 -0.84
H 3.94206 -3.03974 -3.53687 0.42
H 1.58449 -2.48135 -2.91291 0.43
H 3.80216 -0.88067 1.91351 0.13
H 3.54401 -0.70877 3.60966 0.41
H 3.37590 0.44306 5.94619 0.28
H 1.16565 1.36900 6.60363 0.22
H -1.11537 1.67201 6.15850 0.29
H -2.99045 1.91476 4.37630 0.43
H -2.55143 1.34973 2.04067 0.16
H 5.29833 -2.22037 0.43519 0.23
O -1.23065 2.45210 -1.38711 -0.74
As -2.62243 1.41060 -0.86695 1.25
O -3.82304 2.31950 -0.26874 -0.79
O -1.91012 -0.03124 -0.25770 -0.67
C -3.38887 0.53966 -2.45730 -0.06
C -4.79915 0.53185 -2.43182 -0.87
C -5.44363 -0.07931 -3.46999 -0.22
C -4.80649 -0.74765 -4.43736 -0.51
C -3.46468 -0.67492 -4.54027 -0.25
C -2.68889 0.08149 -3.57329 0.21
S -0.89137 0.26424 -3.93961 1.01
O -0.88887 1.73831 -3.86836 -0.74
O -0.94682 -0.36689 -5.24204 -0.78
O -0.06774 -0.39958 -2.89862 -0.26
H -1.03791 2.07631 -2.36352 0.49
H -5.28925 0.89577 -1.51918 0.35
H -6.53884 -0.21318 -3.44281 0.23
H -5.33543 -1.48147 -5.04219 0.31
H -3.00254 -1.24256 -5.38995 0.30
F 0.88658 2.55932 0.55261 -0.25
C 1.41326 1.56931 -0.17608 0.08
F 2.74613 1.36866 0.18737 -0.26
F 1.37971 2.02887 -1.45968 -0.25

---

[5]
13
Properties=species:S:1:pos:R:3:mulliken_charge:R:1 method="wB97M-V/def2-TZVPD" max_force_ev_per_a=7.14 total_charge=0 relative_energy_ev=3.8859 lumo_ev=1.105 smiles="C/C=N/NC" orbital_gap_ev=9.02 e_tot_ha=-228.50585
C -1.92690 0.39250 -0.09065 -0.90
C 0.79216 0.13652 0.06984 0.03
C 2.23842 -0.03720 -0.07285 -0.81
H -2.95675 0.19830 -0.15467 0.36
H -1.75819 1.08410 -0.90854 0.34
H -1.83945 1.04405 0.83000 0.30
H -1.65383 -1.72970 0.52862 0.30
H 0.51476 1.15170 0.48776 0.27
H 2.75322 -0.43603 0.80953 0.23
H 2.24332 -0.95075 -0.88724 0.20
H 2.80308 0.85027 -0.47263 0.28
N -1.25741 -0.78853 -0.09667 -0.03
N 0.04757 -0.91522 -0.04251 -0.57